Record 1
Below is a gas-phase ion, CNO3 (charge -1), with properties calculated with ωB97M-V/def2-TZVPD.

XYZ file:
```
5
Properties=species:S:1:pos:R:3
O -1.83715 -0.05546 0.03913
N -0.79595 0.59786 -0.06434
C 0.62024 -0.03809 0.02950
O 0.45549 -1.24747 -0.01739
O 1.55737 0.74316 0.01311
```

SMILES string	O=NC(=O)[O-]
HOMO (spin up / spin down)	-3.47 / -3.46	eV
energy above the lowest of the compared OMol25 structures with the same formula, charge and spin	0.141	eV
net charge	-1
LUMO energy (spin up / spin down)	4.621 / 4.642	eV
orbital gap (spin up / spin down)	0.2973 / 0.2976	Eh
energy	-8668.6042	eV

---

Record 2
Below is a molecular structure, CNO3S2, with properties calculated with ωB97M-V/def2-TZVPD.

XYZ file:
```
7
Properties=species:S:1:pos:R:3
C 1.35780 0.52115 -0.12601
N 2.40271 0.10243 0.02106
O -0.78690 -0.46862 1.50159
O -0.84867 -1.33968 -0.77768
O -0.41543 1.05874 -0.39745
S -2.89624 0.58417 -0.15670
S -1.13229 -0.24197 0.11719
```

HOMO	-4.97	eV
energy above the lowest of the compared OMol25 structures with the same formula, charge and spin	3.288	eV
net charge	-1
LUMO energy	1.934	eV
orbital gap	0.2537	Eh
energy	-30338.2908	eV

---

Record 3
Below is 2 unconnected molecules or ions with the total composition CO3S, with properties calculated with ωB97M-V/def2-TZVPD.

XYZ file:
```
5
Properties=species:S:1:pos:R:3
C -1.60808 0.78973 -0.07487
O -2.10305 -0.09849 0.41505
O 2.28758 -0.72951 0.36320
O 0.15734 -0.25460 -0.67558
S 1.26621 0.29286 -0.02780
```

HOMO	-11.83	eV
energy above the lowest of the compared OMol25 structures with the same formula, charge and spin	0.594	eV
LUMO energy	-1.652	eV
orbital gap	0.3740	Eh
energy	-18013.0403	eV

---

Record 4
Below is a molecular structure, CO3S3, with properties calculated with ωB97M-V/def2-TZVPD.

XYZ file:
```
7
Properties=species:S:1:pos:R:3
C 1.26631 -0.12395 -0.04979
O -1.40828 -0.29370 1.33265
O -2.12712 -0.22079 -0.99882
O 0.36804 -0.90951 -0.45443
S 2.77601 -0.21671 0.35554
S 0.22815 1.69440 -0.17393
S -1.10312 0.07025 -0.01123
```

HOMO	-10.12	eV
energy above the lowest of the compared OMol25 structures with the same formula, charge and spin	1.619	eV
LUMO energy	-1.776	eV
orbital gap	0.3065	Eh
energy	-39682.5000	eV

---

Record 5
Below is a molecular structure, CO3Tb, with properties calculated with ωB97M-V/def2-TZVPD.

XYZ file:
```
5
Properties=species:S:1:pos:R:3
O 0.37963 -0.58699 0.36124
C 0.88104 -1.09689 -0.56912
O 1.39816 -1.77190 -1.34120
O -1.67059 2.38037 0.09549
Tb -0.98824 1.07541 1.45359
```

expectation value of S²	12.856
HOMO (spin up / spin down)	-13.92 / -14.21	eV
net charge	+1
LUMO energy (spin up / spin down)	-6.073 / -4.977	eV
orbital gap (spin up / spin down)	0.2882 / 0.3393	Eh
spin multiplicity	7
energy	-29606.0966	eV

---

Record 6
Below is a molecular structure, Ca2H60N6O48, with properties calculated with ωB97M-V/def2-TZVPD.

XYZ file:
```
116
Properties=species:S:1:pos:R:3
Ca -2.92675 -0.46642 1.48309
Ca 4.27023 -1.55640 3.61881
N -2.42208 3.36604 -3.03053
O -1.84377 3.63691 -4.03131
O -2.39106 2.18768 -2.69436
O -2.98192 4.17583 -2.42151
N 0.15827 -0.50335 0.03908
O 0.95469 0.02592 -0.70231
O -1.06383 -0.54893 -0.10092
O 0.58448 -0.88110 1.12263
N -4.77281 -2.83143 -0.59991
O -4.03373 -2.15460 0.06577
O -4.32724 -3.56857 -1.37161
O -5.99524 -2.70832 -0.54621
N -5.00928 0.02711 -3.76292
O -3.83210 -0.32260 -3.54515
O -5.35020 -0.28598 -4.91217
O -5.64505 0.67946 -2.93121
N 5.37976 3.32839 -2.00761
O 6.03576 4.28808 -2.23528
O 4.27945 3.39926 -1.50763
O 5.84298 2.21285 -2.31939
N -1.33450 -0.08869 4.77131
O -1.71935 0.91385 5.33891
O -1.66684 -0.28103 3.65986
O -0.49176 -0.77773 5.33898
O 1.91166 3.05188 -3.19079
H 1.69247 2.12083 -3.22722
H 2.77407 3.07937 -2.77639
O -1.45555 1.15808 -5.54170
H -1.35865 1.96749 -5.04000
H -1.22302 0.46409 -4.92483
O 3.44351 -2.85181 -1.38740
H 3.82755 -1.97548 -1.41550
H 4.19545 -3.44180 -1.33502
O -1.87331 -2.60516 1.84520
H -1.87036 -3.46138 1.41729
H -1.18519 -2.66565 2.50782
O -4.95651 3.17304 -0.19412
H -4.36102 2.48491 0.10269
H -4.68835 3.35001 -1.09579
O 1.33750 2.51126 0.34453
H 1.41171 1.56009 0.26699
H 0.71070 2.75924 -0.33508
O -2.62673 -3.08567 -3.72689
H -3.04390 -2.28507 -3.40871
H -2.69809 -3.03103 -4.67987
O 2.05396 -0.52030 4.08649
H 1.61455 0.20534 3.64308
H 1.35183 -0.98191 4.54493
O 3.39708 -0.68166 1.67143
H 3.83929 -0.47028 0.84924
H 2.46872 -0.53668 1.48881
O -4.31595 -1.88927 3.16668
H -4.30395 -1.45842 4.02134
H -4.37773 -2.82273 3.36933
O 3.24635 -1.40964 -4.62581
H 4.08462 -1.68011 -5.00048
H 2.61703 -1.52434 -5.33788
O 0.81627 1.75351 2.84090
H 1.08291 2.02424 1.96235
H 0.79776 2.56574 3.34703
O -1.20139 -3.26032 -1.38486
H -0.32996 -3.49481 -1.06572
H -1.21849 -2.30373 -1.35507
O 2.32157 5.25449 0.78210
H 2.25438 5.57284 -0.11810
H 1.75661 4.48218 0.80633
O 1.29102 -2.96613 -3.06612
H 2.08289 -2.97961 -2.52854
H 1.21230 -2.05687 -3.35469
O -0.63412 -0.15544 -3.12810
H -1.40708 0.34068 -2.85860
H -0.01162 -0.03844 -2.41043
O 4.07396 -3.39926 1.97669
H 3.46185 -4.11859 2.13196
H 4.71921 -3.76021 1.36876
O 0.94139 -3.48155 2.66426
H 1.21406 -4.11497 2.00043
H 1.13159 -2.62833 2.27430
O 1.48641 1.97182 6.03732
H 1.98422 2.78455 5.94856
H 1.39752 1.64581 5.14174
O -1.91598 -4.08491 4.62808
H -0.96094 -4.06078 4.68765
H -2.10990 -3.75931 3.74909
O -0.65442 -1.81114 -5.47750
H -0.05876 -1.09850 -5.70894
H -0.71770 -1.77068 -4.52326
O 4.73408 3.24698 1.55105
H 4.12889 2.57799 1.87113
H 4.57673 3.28125 0.60749
O -1.88562 1.59359 1.65937
H -1.92520 2.49707 1.34573
H -1.14593 1.58259 2.26679
O -3.89088 0.77216 -0.52570
H -4.64227 0.49951 -1.05229
H -3.33587 1.26013 -1.13404
O 4.31035 0.09977 -1.12155
H 3.62322 0.18313 -1.78270
H 4.95378 0.76761 -1.35861
O 1.64068 -4.30731 -0.04032
H 2.28993 -4.93049 0.28581
H 2.13482 -3.50079 -0.18726
O 2.89452 -3.04496 4.96800
H 2.82694 -3.99129 5.09488
H 2.58283 -2.66954 5.79150
O -4.59428 0.84405 2.29059
H -5.49369 0.79944 2.61512
H -4.14957 1.43657 2.89670
O 0.50995 4.94957 -1.54203
H 0.70578 4.29660 -2.21397
H 0.62376 5.79074 -1.98442
O -1.70291 4.03069 0.55416
H -1.84099 4.70311 1.22125
H -2.07244 4.40609 -0.24507
```

HOMO	-1.63	eV
net charge	-2
LUMO energy	-0.993	eV
orbital gap	0.0235	Eh
energy	-145059.9678	eV

---

Record 7
Below is a molecular structure, Ca4Hg4O28P7, with properties calculated with ωB97M-V/def2-TZVPD.

XYZ file:
```
43
Properties=species:S:1:pos:R:3
Hg 0.99578 -0.82748 3.74004
Hg -2.63835 -0.63444 2.76724
Hg -2.61670 0.86539 -1.00513
Hg 1.52953 -0.26273 -1.50229
Ca -1.32115 -2.71925 -2.42911
Ca 0.54184 -3.96571 0.30183
Ca -0.30851 2.14463 1.32937
Ca 3.37211 1.45630 1.45319
P -0.59585 0.58828 -3.50582
O -1.47145 1.59550 -2.76413
O 0.92351 0.94342 -3.32205
O -1.01568 0.18883 -4.78897
O -0.40235 -0.65989 -2.68625
P 1.97607 2.84313 -0.35302
O 0.48454 2.88782 -0.50154
O 2.21501 3.28378 1.05431
O 2.20982 3.98259 -1.24342
O 2.74142 1.39537 -0.74436
P 1.62657 -3.17106 -3.11994
O 1.10562 -3.87538 -1.87121
O 2.20217 -1.73186 -2.88610
O 0.40883 -3.24993 -4.15104
O 2.91864 -4.00760 -3.12264
P -2.07442 4.11889 0.67530
O -1.11335 4.10331 1.80361
O -1.95878 2.83346 -0.01662
O -2.02133 5.15180 -0.36781
O -3.50907 4.40068 1.12166
P -0.10244 -0.77440 0.87675
O 1.05677 0.26671 0.71783
O -1.34463 0.20351 0.75100
O -0.39724 -1.42300 2.20597
O 0.13499 -1.89604 -0.26555
P -2.63853 -4.93776 0.38737
O -2.22679 -5.09432 1.87420
O -4.06690 -4.41732 0.21258
O -2.76192 -6.38976 -0.17964
O -1.47286 -4.27162 -0.42131
P 1.97262 2.25411 3.96877
O 3.38763 2.40426 3.26012
O 1.83376 1.18913 5.13941
O 0.98233 1.69549 2.96907
O 1.43870 3.51298 4.63848
```

HOMO	4.93	eV
energy above the lowest of the compared OMol25 structures with the same formula, charge and spin	0.000	eV
net charge	-5
LUMO energy	6.777	eV
orbital gap	0.0677	Eh
energy	-212815.8579	eV

---

Record 8
Below is a molecular structure, CaH20NO13, with properties calculated with ωB97M-V/def2-TZVPD.

XYZ file:
```
35
Properties=species:S:1:pos:R:3
Ca -0.90327 5.61435 3.84058
N -0.62114 0.41040 0.68936
O -1.57364 -0.35199 0.33306
O -0.84659 1.55976 1.08699
O 0.50250 -0.02931 0.72214
O 5.03506 -3.76019 -0.18899
H 5.36095 -2.89111 0.04492
H 4.70166 -4.12064 0.63268
O -2.17736 -1.59723 -4.71016
H -2.09002 -1.49565 -3.76239
H -2.77167 -2.33977 -4.81818
O 4.04572 2.63176 -1.31317
H 4.21622 1.76639 -0.94131
H 4.78244 2.78854 -1.90385
O -4.90176 4.28779 3.53136
H -5.27502 3.91181 2.73415
H -5.61780 4.26369 4.16613
O -5.91654 -3.05846 0.67310
H -5.21708 -2.67519 0.14387
H -6.60247 -2.39091 0.68403
O 1.42440 -3.98609 -3.91521
H 1.14765 -3.50846 -3.13321
H 0.64975 -3.99540 -4.47741
O 2.32440 6.00149 1.30969
H 2.99647 6.65919 1.13086
H 2.66164 5.19923 0.91109
O -0.76406 3.17586 -3.23767
H 0.17184 3.30436 -3.08337
H -1.16876 3.30586 -2.38003
O 3.27485 -1.46676 4.66339
H 2.51659 -1.33775 5.23315
H 2.99715 -1.12542 3.81334
O -1.10211 -5.14524 0.54270
H -0.18275 -5.39596 0.63304
H -1.07724 -4.20894 0.34531
```

HOMO	-10.56	eV
energy above the lowest of the compared OMol25 structures with the same formula, charge and spin	8.974	eV
net charge	+1
LUMO energy	-8.183	eV
orbital gap	0.0875	Eh
energy	-46855.1083	eV

---

Record 9
Below is a molecular structure, CaHg2I, with properties calculated with ωB97M-V/def2-TZVPD.

XYZ file:
```
4
Properties=species:S:1:pos:R:3
Hg 6.03846 -17.66475 -29.71204
Hg 4.43091 -22.40233 -25.55712
Ca 9.97209 -17.45024 -24.49037
I 5.37820 -17.90545 -25.11816
```

HOMO	-26.16	eV
energy above the lowest of the compared OMol25 structures with the same formula, charge and spin	2.265	eV
net charge	+5
LUMO energy	-22.837	eV
orbital gap	0.1221	Eh
energy	-34813.8516	eV

---

Record 10
Below is a molecular structure, Cd2H6O11P2, with properties calculated with ωB97M-V/def2-TZVPD.

XYZ file:
```
21
Properties=species:S:1:pos:R:3
Cd 2.55523 0.51165 -0.06544
Cd -0.34486 -0.26997 0.45345
P 1.76513 -1.82703 0.94658
O 1.56356 -0.38629 1.49069
O 3.00637 -1.40603 -0.00650
O 0.48291 -2.09489 0.14807
O 2.46377 -2.94366 1.68933
P 0.48260 2.08646 -0.30399
O 0.68412 0.66790 -0.98053
O -0.42199 1.72240 0.88216
O 0.07132 3.21980 -1.25131
O 1.92320 2.44548 0.12535
O -0.81704 0.08999 -3.21315
H -0.22079 0.07151 -2.42063
H -1.03889 1.02590 -3.28686
O -2.11198 -0.32274 -0.68879
H -2.37390 -0.25053 -1.62258
H -2.91121 -0.14640 -0.17581
O -1.46199 -0.67529 2.39595
H -1.77137 -0.00230 3.01584
H -1.52420 -1.51597 2.86818
```

HOMO	-0.94	eV
energy above the lowest of the compared OMol25 structures with the same formula, charge and spin	0.000	eV
net charge	-2
LUMO energy	4.616	eV
orbital gap	0.2042	Eh
energy	-50332.0207	eV

---

Record 11
Below is a molecular structure, Cd2N3O9, with properties calculated with ωB97M-V/def2-TZVPD.

XYZ file:
```
14
Properties=species:S:1:pos:R:3
Cd 3.86340 -12.55648 -16.47779
Cd 4.41931 -17.71705 -19.80797
N 3.42689 -15.29980 -18.21399
O 2.34133 -15.62418 -18.68038
O 4.32497 -16.17268 -18.18328
O 3.59327 -14.13617 -17.81410
N 7.59866 -17.59959 -18.87709
O 7.91488 -17.09655 -17.80205
O 6.44024 -17.44219 -19.32677
O 8.39798 -18.33406 -19.44603
N 2.51299 -10.46040 -18.10365
O 2.72427 -9.47764 -17.42106
O 2.30481 -10.39704 -19.29424
O 2.41445 -11.66778 -17.56177
```

HOMO	-12.65	eV
energy above the lowest of the compared OMol25 structures with the same formula, charge and spin	0.000	eV
net charge	+1
LUMO energy	-7.969	eV
orbital gap	0.1721	Eh
energy	-32002.9748	eV

---

Record 12
Below is a molecular structure, CdF16N2O8P2S4, with properties calculated with ωB97M-V/def2-TZVPD.

XYZ file:
```
33
Properties=species:S:1:pos:R:3
Cd -16.11558 5.25907 4.20531
N -17.80465 4.25633 4.12451
S -18.70561 3.68898 3.05287
O -20.08106 4.08026 3.06093
O -18.32948 2.37138 2.47457
F -18.06604 4.65871 1.85550
S -18.56630 3.33374 5.25263
O -18.07459 1.91319 5.30905
O -19.86196 3.78538 5.71999
F -17.61925 3.98171 6.38934
N -15.24928 6.49895 5.31595
S -15.80382 7.44512 6.62161
O -16.40226 8.67242 6.22884
O -15.15653 7.36343 7.95878
F -16.98220 6.41565 6.88625
S -13.71394 6.97802 5.58360
O -12.92853 6.21412 6.56355
O -13.36518 8.40137 5.37053
F -13.17342 6.46393 4.20029
P -13.84725 2.94776 3.91581
F -12.83744 2.55525 2.64040
F -14.25573 4.33526 3.10662
F -15.03014 2.37499 3.08174
F -14.81008 3.23357 5.19633
F -13.44537 1.58736 4.62152
F -12.65427 3.73969 4.62626
P -16.17449 7.44981 1.62843
F -15.39582 8.06251 0.31083
F -14.98976 7.98135 2.52716
F -16.95825 8.90527 1.78478
F -16.81540 6.68441 2.87538
F -17.23236 6.88110 0.66983
F -15.42146 5.97878 1.46959
```

HOMO	-6.20	eV
energy above the lowest of the compared OMol25 structures with the same formula, charge and spin	4.533	eV
net charge	-2
LUMO energy	3.184	eV
orbital gap	0.3448	Eh
energy	-129332.8734	eV